one | C4H7NO in the gas phase. Source: the OMol25 dataset; level of theory: ωB97M-V/def2-TZVPD.

XYZ file:
```
13
Properties=species:S:1:pos:R:3:nbo_charge:R:1
C 2.38940 -0.58458 0.01991 -0.248
C 0.45924 0.79719 0.40100 -0.047
C -0.90785 0.99848 -0.22988 -0.527
C -1.77342 -0.17167 -0.03487 0.289
H 2.45237 -0.98587 1.06737 0.170
H 2.75706 -1.34796 -0.65377 0.201
H 3.08538 0.27592 -0.06882 0.164
H 0.38497 0.50910 1.47346 0.180
H 1.07658 1.70209 0.32619 0.176
H -1.42590 1.88898 0.14021 0.253
H -0.80612 1.12697 -1.32509 0.259
N -2.44650 -1.08570 0.13652 -0.324
O 1.07461 -0.22573 -0.35653 -0.544
```

HOMO-LUMO gap in eV: 11.22
Net charge: 0
Spin multiplicity: 1
Structure (SMILES): COCCC#N

=====

two | A 2-piece molecular cluster, C4H7NO overall. Source: the OMol25 dataset; level of theory: ωB97M-V/def2-TZVPD.

XYZ file:
```
13
Properties=species:S:1:pos:R:3:nbo_charge:R:1
O 0.02429 0.24843 1.91463 -0.896
C -1.12741 0.09570 0.20463 0.037
C -0.27115 0.84630 -0.73482 -0.492
C 0.93769 -0.04906 -0.52693 -0.617
C 0.96639 -1.22665 -1.31117 0.250
N 0.90511 -2.21330 -1.93089 -0.400
H -0.12817 -0.33826 2.67272 0.492
H -1.86657 0.54868 0.85706 0.202
H -1.26799 -0.96049 -0.01659 0.212
H -0.08949 1.85263 -0.34785 0.231
H -0.67560 0.92780 -1.75412 0.223
H 0.70400 -0.16844 1.29907 0.508
H 1.88889 0.43666 -0.32574 0.251
```

HOMO-LUMO gap (alpha / beta) in eV: 7.04 / 7.05
Net charge: 0
Spin multiplicity: 1

=====

three | C4H7NO in the gas phase. Source: the OMol25 dataset; level of theory: ωB97M-V/def2-TZVPD.

XYZ file:
```
13
Properties=species:S:1:pos:R:3:nbo_charge:R:1
C -2.01020 0.09196 0.00523 -0.417
C 0.20653 -1.43342 -0.01280 -0.203
C 1.48550 -0.65454 -0.00864 -0.503
C 0.57378 0.62820 0.02951 0.691
H -2.26049 0.78028 -0.80344 0.220
H -2.37926 0.40561 0.98336 0.208
H -2.50752 -0.90946 -0.17470 0.205
H 0.01337 -1.97461 -0.92940 0.188
H 0.10548 -2.05968 0.89431 0.185
H 2.03517 -0.73041 0.97136 0.228
H 2.07461 -0.77719 -0.90114 0.232
N -0.54675 -0.18717 -0.00344 -0.433
O 0.65152 1.84781 -0.01201 -0.601
```

HOMO-LUMO gap in eV: 10.22
Net charge: 0
Spin multiplicity: 1
Structure (SMILES): CN1CCC1=O

=====

four | C4H7NO in the gas phase. Source: the OMol25 dataset; level of theory: ωB97M-V/def2-TZVPD.

XYZ file:
```
13
Properties=species:S:1:pos:R:3:nbo_charge:R:1
C -0.67208 0.55153 -1.21854 -0.479
C -0.71023 0.47781 0.26235 -0.485
C 0.60183 -0.09583 0.85681 0.028
O 0.38356 -0.45814 2.19030 -0.702
C 1.05157 -1.21420 -0.07019 0.211
N 0.69415 -1.15959 -1.22895 -0.569
H 0.14586 -0.99808 -2.06859 0.480
H -1.62348 0.38498 -1.72976 0.201
H -0.12590 1.39456 -1.64845 0.190
H -1.52736 -0.15969 0.61577 0.222
H -0.82645 1.46123 0.73547 0.244
H 1.40776 0.65535 0.77073 0.180
H 1.20076 -0.83992 2.53305 0.479
```

HOMO-LUMO gap (alpha / beta) in eV: 8.02 / 8.02
Net charge: 0
Spin multiplicity: 1

=====

The data favor three; the next most stable structure lies 6.0 kcal/mol above it.

=====

one | C4H7NO as an isolated structure. Source: the OMol25 dataset; level of theory: ωB97M-V/def2-TZVPD.

XYZ file:
```
13
Properties=species:S:1:pos:R:3:nbo_charge:R:1
C 1.49150 -0.75440 0.61893 -0.420
N 0.49152 -0.18882 -0.26108 -0.389
C -0.00209 1.22769 -0.29618 -0.199
C -1.42179 0.67170 -0.55800 -0.635
C -0.79193 -0.58711 -0.37802 0.586
O -1.48018 -1.59211 0.03215 -0.676
H 1.40301 -0.35657 1.63893 0.195
H 1.35004 -1.83770 0.64945 0.226
H 2.49196 -0.53812 0.23417 0.208
H 0.46215 1.81571 -1.09278 0.196
H 0.13967 1.70727 0.67905 0.193
H -2.14743 -0.49881 0.18183 0.481
H -1.98642 0.93127 -1.44843 0.234
```

HOMO-LUMO gap in eV: 9.55
Net charge: 0
Spin multiplicity: 1

=====

two | C4H7NO in the gas phase. Source: the OMol25 dataset; level of theory: ωB97M-V/def2-TZVPD.

XYZ file:
```
13
Properties=species:S:1:pos:R:3:nbo_charge:R:1
N 2.42893 -0.07310 0.41643 -0.694
C 1.19846 0.01238 0.14061 0.550
C 0.04807 -0.85151 0.58088 -0.470
C -1.01082 -0.59240 -0.47994 -0.440
C -0.81233 0.90898 -0.41508 -0.056
O 0.60194 1.07158 -0.51838 -0.513
H 2.91940 0.78791 0.16191 0.351
H 0.30436 -1.90126 0.82346 0.252
H -0.44962 -0.06547 1.39688 0.214
H -2.00591 -0.86628 -0.12784 0.218
H -0.83645 -1.01944 -1.47376 0.223
H -1.10462 1.09050 0.75648 0.152
H -1.28983 1.53481 -1.19262 0.214
```

HOMO-LUMO gap in eV: 10.71
Net charge: 0
Spin multiplicity: 1
Structure (SMILES): [H]/N=C1/CCCO1

=====

three | A 2-piece molecular cluster, C4H7NO overall. Source: the OMol25 dataset; level of theory: ωB97M-V/def2-TZVPD.

XYZ file:
```
13
Properties=species:S:1:pos:R:3:nbo_charge:R:1
C 1.56897 0.96824 -0.16185 -0.752
C 0.53061 0.09362 -0.60945 0.286
C -0.89220 -1.46825 0.12927 -0.247
N -1.71974 -0.68678 0.79124 -0.364
C -1.47392 0.50866 0.75555 0.153
O -0.40478 0.66631 -1.32110 -0.519
H 2.47576 1.50595 -0.47570 0.284
H 1.04542 1.81628 0.34078 0.228
H 1.96074 0.42904 0.74016 0.217
H 1.01794 -0.75446 -1.10076 0.156
H -1.01782 -1.94331 -0.85452 0.223
H -0.72865 -2.24550 0.88412 0.174
H -2.36581 1.10948 0.88086 0.161
```

HOMO-LUMO gap (alpha / beta) in eV: 7.56 / 7.46
Net charge: 0
Spin multiplicity: 1

=====

four | C4H7NO in the gas phase. Source: the OMol25 dataset; level of theory: ωB97M-V/def2-TZVPD.

XYZ file:
```
13
Properties=species:S:1:pos:R:3:nbo_charge:R:1
C -0.84763 0.85447 0.09303 -0.273
C 2.26986 -1.04708 -0.00555 -0.509
C 0.55112 0.70319 -0.49501 -0.325
C 1.19304 -0.42027 -0.37219 0.147
N -1.46964 -0.53234 0.08133 -0.216
O -0.71477 -1.56043 0.44466 -0.658
H -1.36173 1.61701 -0.43652 0.211
H -0.65067 1.37688 1.11153 0.220
H 2.68284 -2.00927 -0.33777 0.218
H 2.90033 -0.57902 0.86316 0.212
H 0.91383 1.53379 -1.10417 0.226
H -1.93530 -0.80159 -0.88480 0.374
H -2.34436 -0.57330 0.82139 0.372
```

HOMO-LUMO gap in eV: 8.53
Net charge: 0
Spin multiplicity: 1
Structure (SMILES): C=C=CC[NH2+][O-]

=====

The data favor two; the next most stable structure lies 61.3 kcal/mol above it.

=====

one | A 2-piece molecular cluster, C4H7NO overall. Source: the OMol25 dataset; level of theory: ωB97M-V/def2-TZVPD.

XYZ file:
```
13
Properties=species:S:1:pos:R:3:nbo_charge:R:1
C -1.07625 -0.37356 0.58444 0.668
N -0.67951 -1.12730 -0.42099 -0.799
C -0.07757 0.26479 1.37758 -0.775
O -2.34657 0.03592 0.71423 -0.637
H -2.89254 -0.23593 -0.03779 0.488
H 0.28490 -0.70502 -0.85778 0.425
H -1.36202 -1.52221 -1.05404 0.385
H 0.60793 -0.42578 1.85914 0.261
H -0.45402 1.02790 2.04884 0.241
C 1.55411 0.37630 -0.91906 -0.455
C 2.46740 0.83943 -1.57551 -0.341
H 3.27004 1.24290 -2.14432 0.217
H 0.70409 0.60256 0.42527 0.322
```

HOMO-LUMO gap in eV: 8.98
Net charge: 0
Spin multiplicity: 1

=====

two | C4H7NO in the gas phase. Source: the OMol25 dataset; level of theory: ωB97M-V/def2-TZVPD.

XYZ file:
```
13
Properties=species:S:1:pos:R:3:nbo_charge:R:1
O 0.00220 -1.00561 1.51905 -0.772
C -0.73222 0.23347 0.91083 -0.070
C 0.33660 0.98551 0.09944 -0.421
C 0.75220 -0.23623 -0.74701 -0.601
C -0.02689 -0.29424 -1.98453 0.289
N -0.70768 -0.33078 -2.92367 -0.358
H -0.49159 -1.83661 1.66573 0.496
H -1.09330 0.68795 1.81224 0.201
H -1.54394 -0.00758 0.19537 0.197
H 1.14622 1.33257 0.74696 0.221
H -0.00430 1.88900 -0.45936 0.238
H 0.54493 -1.10801 0.06868 0.328
H 1.81485 -0.33741 -0.91370 0.251
```

HOMO-LUMO gap in eV: 10.80
Net charge: 0
Spin multiplicity: 1
Structure (SMILES): N#CCCCO

=====

The data favor two; the next most stable structure lies 54.7 kcal/mol above it.

=====

one | C4H7NO as an isolated structure. Source: the OMol25 dataset; level of theory: ωB97M-V/def2-TZVPD.

XYZ file:
```
13
Properties=species:S:1:pos:R:3:nbo_charge:R:1
C -1.80618 -0.22902 -0.08907 -0.681
C -0.34372 -0.02694 -0.12886 0.189
N 0.65073 -0.79166 -0.49404 -0.404
C 1.72842 0.13816 -0.38686 -0.440
C 0.73294 1.17426 -0.24452 0.532
O 0.57496 2.36284 -0.29394 -0.515
H -2.08404 -1.27215 0.09400 0.229
H -2.21186 0.08363 -1.06056 0.240
H -2.27063 0.40011 0.67881 0.250
H 0.46412 -0.11239 1.79144 -0.066
H 0.67957 -1.79290 -0.63238 0.414
H 2.67620 0.05474 -0.89275 0.221
H 1.20948 0.01132 1.65873 0.031
```

HOMO-LUMO gap (alpha / beta) in eV: 7.35 / 7.35
Net charge: 0
Spin multiplicity: 1

=====

two | A 2-piece molecular cluster, C4H7NO overall. Source: the OMol25 dataset; level of theory: ωB97M-V/def2-TZVPD.

XYZ file:
```
13
Properties=species:S:1:pos:R:3:nbo_charge:R:1
C 1.34798 -0.28361 0.18878 0.622
C 1.64269 1.08876 0.05448 -0.716
C -3.66877 -0.01040 -0.07313 -0.224
C -4.83072 -0.28012 0.00945 -0.235
H 2.44845 -2.04720 0.06950 0.398
H 3.44811 -0.74556 -0.33318 0.411
H 1.23319 1.73304 -0.82687 0.260
H 2.76190 1.24847 -0.22896 0.211
H 1.33375 1.72496 0.98905 0.253
H -2.61534 -0.11224 -0.12041 0.250
H -5.77123 -0.52752 0.22410 0.208
N 2.47279 -0.97865 -0.09598 -0.822
O 0.19719 -0.80992 0.14316 -0.616
```

HOMO-LUMO gap in eV: 10.75
Net charge: 0
Spin multiplicity: 1
Structure (SMILES): CC(N)=O.C#C

=====

three | C4H7NO in the gas phase. Source: the OMol25 dataset; level of theory: ωB97M-V/def2-TZVPD.

XYZ file:
```
13
Properties=species:S:1:pos:R:3:nbo_charge:R:1
C -0.60470 -0.05611 1.83167 -0.717
C -0.56721 -0.49640 0.38497 0.579
O -0.73244 -1.65859 0.07036 -0.555
C -0.20305 0.50493 -0.67776 -0.210
C 1.17604 0.34105 -1.21953 -0.233
N 0.01479 -0.00168 -2.01761 -0.563
H 0.37731 0.32668 2.12606 0.236
H -0.84124 -0.92198 2.44889 0.239
H -1.33090 0.73885 2.01960 0.234
H -0.66197 1.48521 -0.63959 0.216
H 1.77430 -0.46813 -0.80151 0.198
H 1.73901 1.21448 -1.53886 0.203
H -0.13995 -1.00831 -1.98667 0.373
```

HOMO-LUMO gap in eV: 10.90
Net charge: 0
Spin multiplicity: 1
Structure (SMILES): CC(=O)[C@H]1CN1

=====

four | C4H7NO in the gas phase. Source: the OMol25 dataset; level of theory: ωB97M-V/def2-TZVPD.

XYZ file:
```
13
Properties=species:S:1:pos:R:3:nbo_charge:R:1
C 0.21719 -1.16736 1.02581 -0.647
C 0.22539 0.29952 0.58063 0.066
C 0.79887 0.50063 -0.82554 -0.281
N -0.38911 0.41711 -1.68690 -0.477
C -1.36587 0.68574 -0.92733 0.375
O -1.15479 0.81072 0.40144 -0.500
H -0.74010 -1.38735 1.50001 0.229
H 1.00947 -1.37037 1.75431 0.220
H 0.35755 -1.86680 0.19166 0.216
H 0.63202 0.95636 1.34769 0.200
H 1.22812 1.50280 -0.95035 0.201
H 1.55940 -0.22851 -1.12396 0.208
H -2.37814 0.84751 -1.28746 0.188
```

HOMO-LUMO gap in eV: 10.60
Net charge: 0
Spin multiplicity: 1
Structure (SMILES): C[C@H]1CN=CO1

=====

The data favor four; the next most stable structure lies 13.1 kcal/mol above it.